Record 1
2 unconnected molecules or ions with the total composition C2H9N2 in a non-equilibrium geometry, computed with wB97M-V/def2-TZVPD.

Element x y z (Å)
1 N 1.4765 0.1707 -0.0417
2 N -0.4924 -0.9680 -1.0298
3 C -0.0870 0.0067 -0.1956
4 C -0.8996 0.2060 1.0309
5 H -0.1388 1.7089 -1.0201
6 H -1.1757 -1.5705 -0.6541
7 H 1.7248 1.0605 0.3233
8 H 1.7722 0.1076 -1.0023
9 H -0.3550 0.7674 1.8004
10 H -0.5873 -0.7859 -2.0388
11 H 1.7337 -0.5225 0.6037
12 H -1.9564 0.5243 0.7456
13 H -1.0150 -0.7051 1.4785

Results
net charge	+1
HOMO-LUMO gap	9.556	eV
ΔE to the lowest compared entry with this formula, charge and spin	361.3	kJ/mol

Atom charges from the Löwdin analysis, given in e for atoms 1 to 8: 0.2288 0.1082 -0.4413 -0.0590 0.2068 0.1018 0.1339 0.1488



Record 2
A molecular structure, C22H18Cl3N5O2RuS, computed with wB97M-V/def2-TZVPD.

Element x y z (Å)
1 Ru 0.0498 -0.0910 0.1352
2 Cl -4.0334 1.4869 -2.1949
3 Cl -4.3718 2.5593 0.4825
4 Cl -4.8912 -0.2291 -0.0255
5 S 0.4042 -1.5628 -1.7091
6 O -1.5976 1.8091 -0.1287
7 O -2.0251 -0.3524 -0.1311
8 N -0.1038 0.9618 2.0108
9 N 0.4187 -1.7599 1.2833
10 N 0.7832 -3.7828 2.6292
11 N 2.0089 0.4959 0.4901
12 N 0.3476 0.9391 -1.7118
13 C -1.1460 1.8482 3.9557
14 C 3.5539 2.5726 3.1423
15 C 0.6271 0.1684 -3.9485
16 C 3.0379 0.2505 -0.3029
17 C 4.5251 1.5146 1.0837
18 C -1.1765 1.1202 2.7606
19 C 0.5386 2.5224 -3.4496
20 C 0.4687 -0.0683 -2.5831
21 C 3.4464 1.7864 1.9431
22 C 0.6058 -2.7009 1.9235
23 C 1.0646 1.4998 2.4211
24 C 0.0320 2.4195 4.3669
25 C 2.2044 1.2540 1.5969
26 C 0.6604 1.4789 -4.3724
27 C -0.2733 -4.2450 3.5311
28 C -3.8817 1.1461 -0.4610
29 C 4.3183 0.7488 -0.0352
30 C 2.1151 -4.3779 2.7413
31 C -2.3823 0.8626 -0.2116
32 C 2.4793 2.7893 3.9312
33 C 0.3728 2.2142 -2.1200
34 C 1.1920 2.2476 3.5917
35 H 2.8347 -0.3657 -1.1699
36 H 2.0268 -5.4581 2.6377
37 H 0.7762 1.7009 -5.4253
38 H 5.1244 0.5213 -0.7176
39 H -0.3665 -5.3258 3.4388
40 H 4.5200 2.9860 3.4011
41 H -2.0552 1.9592 4.5286
42 H -2.0923 0.6664 2.4044
43 H 0.5523 3.5549 -3.7657
44 H 0.2315 2.9682 -1.3594
45 H -0.0345 -3.9885 4.5642
46 H -1.2175 -3.7859 3.2509
47 H 2.5625 -4.1424 3.7083
48 H 2.5691 3.3776 4.8352
49 H 2.7507 -3.9999 1.9451
50 H 5.5058 1.9133 1.3109
51 H 0.0790 2.9968 5.2818
52 H 0.7140 -0.6611 -4.6355

Results
net charge	+1
multiplicity	2
HOMO-LUMO gap (alpha / beta)	7.193 / 6.961	eV
ΔE to the lowest compared entry with this formula, charge and spin	67.2	kJ/mol

Atom charges from the Löwdin analysis, given in e for atoms 1 to 8: 1.1734 0.6340 0.6226 0.6317 0.6708 -0.0701 -0.1829 0.0037



Record 3
3 unconnected molecules or ions with the total composition C16H35N4O8 in a non-equilibrium geometry, computed with wB97M-V/def2-TZVPD.

Element x y z (Å)
1 O -0.2462 -0.6485 -1.4683
2 O -12.0075 0.2316 -0.0233
3 O -13.3759 1.2884 1.2686
4 O -6.6971 0.8962 -0.1117
5 O -5.3022 -0.1428 -1.3893
6 O 5.7925 -2.1240 -0.1785
7 O -4.5112 1.4531 -0.0021
8 O -11.1827 1.8174 1.3561
9 N 6.5932 -1.2424 -0.8476
10 N 8.6259 -0.3875 -1.4080
11 N 2.2473 -1.4169 -0.7384
12 N 8.4260 -2.0602 0.2952
13 C 9.9441 1.8626 -0.2346
14 C -10.6756 0.0172 -0.4935
15 C 10.0957 -0.4083 -1.2953
16 C -0.2454 1.0071 0.3100
17 C 1.4278 -0.8941 0.3545
18 C 10.6342 0.7581 -0.5037
19 C 7.8937 -1.2367 -0.6376
20 C 0.0002 -0.4476 -0.0901
21 C 3.3421 -2.2641 -0.3147
22 C -13.6234 2.2752 2.2745
23 C -5.4175 0.8013 -0.4551
24 C -6.9730 1.8802 0.8931
25 C -12.1002 1.1759 0.9111
26 C 9.0355 -1.4718 1.5084
27 C -3.9633 -0.3382 -1.8472
28 C 4.5554 -1.5130 0.2805
29 H 8.3656 -0.4942 -2.3803
30 H 9.1502 2.2339 -0.8745
31 H 10.4755 -0.3306 -2.3196
32 H -10.0295 -0.3052 0.3209
33 H -8.0449 1.8468 1.0690
34 H 10.4798 -1.3503 -0.9046
35 H 0.6097 1.6250 0.0150
36 H 2.5881 -0.6544 -1.3107
37 H -14.6927 2.2519 2.4599
38 H 9.6712 -2.2292 1.9650
39 H -13.0858 2.0333 3.1891
40 H -10.2790 0.9230 -0.9483
41 H -3.3192 -0.6493 -1.0272
42 H -0.3621 1.0764 1.3922
43 H 4.5402 -1.5539 1.3702
44 H -6.6941 2.8726 0.5453
45 H 1.3192 -1.7086 1.0744
46 H -4.0011 -1.1251 -2.5943
47 H 8.2640 -1.2074 2.2311
48 H 0.1378 0.0862 -1.9592
49 H 3.7041 -2.8320 -1.1768
50 H 4.5171 -0.4640 -0.0212
51 H 1.9241 -0.0693 0.8860
52 H 6.1578 -0.6602 -1.5525
53 H -0.7251 -1.0582 0.4491
54 H -10.7276 -0.7669 -1.2425
55 H 7.8018 -2.8291 0.5019
56 H 9.6624 -0.6219 1.2606
57 H 11.6629 0.6996 -0.1602
58 H 2.9580 -2.9604 0.4302
59 H -13.3322 3.2627 1.9225
60 H -1.1434 1.3973 -0.1682
61 H -6.4455 1.6454 1.8153
62 H -3.5746 0.5725 -2.2990
63 H 10.1747 2.4758 0.6284

Results
net charge	+1
HOMO-LUMO gap	8.599	eV

Atom charges from the Löwdin analysis, given in e for atoms 1 to 8: -0.0375 0.0090 0.0083 0.0040 0.0072 -0.0804 0.1133 0.1126



Record 4
2 unconnected molecules or ions with the total composition C2H4S2 in a non-equilibrium geometry, computed with wB97M-V/def2-TZVPD.

Element x y z (Å)
1 S 0.6231 -1.2890 2.3926
2 S -1.7188 1.1503 -0.9572
3 C -0.0242 0.7249 -1.3864
4 C -0.7666 -0.2191 -0.5870
5 H -0.5403 -0.6812 0.4131
6 H 1.6217 -0.8673 1.7470
7 H 0.8505 1.0978 -0.8242
8 H 0.2527 0.6145 -2.3577

Results
HOMO-LUMO gap (alpha / beta)	9.537 / 5.356	eV
ΔE to the lowest compared entry with this formula, charge and spin	400.3	kJ/mol

And the Löwdin charges, in e, turn out to be: 0.4087 0.8462 -0.4901 -0.4647 -0.0520 -0.3586 0.0841 0.0263



Record 5
A single C5H7N3 molecule in a non-equilibrium geometry, computed with wB97M-V/def2-TZVPD.

Element x y z (Å)
1 N 1.7634 0.3991 -0.5035
2 N -0.0285 0.8411 0.7557
3 N -2.0388 0.4108 -0.3451
4 C 1.2464 -0.8385 -0.0693
5 C -1.1398 1.2574 0.0652
6 C -1.3369 -0.8490 -0.2259
7 C -0.0671 -0.5650 0.6218
8 C 1.0654 1.2878 -0.0300
9 H 1.4866 2.4272 -0.3390
10 H 2.2292 -1.1362 0.7694
11 H 1.3256 -1.6463 -0.9249
12 H -2.0631 -1.6490 0.1335
13 H -0.7819 -1.3486 -1.1176
14 H -0.1828 -0.8869 1.6797
15 H -1.4777 2.2961 -0.4699

Results
HOMO-LUMO gap	10.041	eV
ΔE to the lowest compared entry with this formula, charge and spin	442.8	kJ/mol
SMILES string	C1=NCC2CN=CN12

Atom charges from the Löwdin analysis, given in e for atoms 1 to 8: 0.0223 -0.0230 0.0549 -0.2087 -0.2233 -0.1949 -0.3100 -0.2219



Record 6
3 unconnected molecules or ions with the total composition C4H8S in a non-equilibrium geometry, computed with wB97M-V/def2-TZVPD.

Element x y z (Å)
1 S 1.3773 1.0835 0.5909
2 C 0.1768 -0.2348 0.8085
3 C 0.0514 -1.3486 -1.3046
4 C -1.8927 0.2767 -0.3319
5 C -0.7972 -0.7561 -0.1110
6 H -2.3371 0.6176 0.6472
7 H 1.1513 -0.3477 -1.6190
8 H -2.6449 -0.2059 -0.9297
9 H -0.6173 -0.1904 1.6837
10 H -0.5374 -1.6193 -2.2787
11 H 0.6099 -2.5453 -0.4900
12 H -1.7207 1.0086 -1.0129
13 H -1.1705 -1.6772 0.1784

Results
HOMO-LUMO gap	7.593	eV
ΔE to the lowest compared entry with this formula, charge and spin	575.8	kJ/mol

Atom charges from the Löwdin analysis, given in e for atoms 1 to 8: 0.5450 -0.5295 -0.1128 -0.0588 -0.6483 0.1098 0.1456 0.0766